The following is a quantum chemistry calculation of a cluster of 5 separate species, C17H31Br2O21PS5 in total, from the Open Molecules 2025 dataset.

* SMILES string: CC(=O)OC[C@](S)(OC(=O)[C@H](Br)[C@H](C)Br)P(C)O.O=S1(=O)OCCO1.O=S1(=O)OCCO1.O=S1(=O)OCCO1.O=S1(=O)OCCO1
* electronic energy: -264675.888 eV
* molecular weight: 922.531 g/mol
* energy relative to the best compared isomer or geometry (same formula, charge and spin): 0.0 kJ/mol

```
! RIJCOSX wB97M-V def2-TZVPD def2/J DEFGRID3
* xyz 0 1
C 3.84596 0.87412 -2.05179
C 2.63032 1.33506 -2.79184
O 2.12190 2.40990 -2.64921
O 2.12571 0.42399 -3.68611
C 0.76170 0.06556 -3.47706
C 0.57104 -1.23589 -2.67488
S 2.16333 -2.01637 -2.34908
O -0.29356 -2.05157 -3.52384
C -0.20748 -3.39406 -3.47334
O -0.57290 -4.04332 -2.53805
C 0.38505 -4.09221 -4.70438
Br 0.66165 -2.88350 -6.19004
C -0.37698 -5.38932 -5.02405
C 0.57674 -6.53969 -5.36759
Br -1.71596 -5.19009 -6.42468
P -0.16208 -0.71670 -1.01140
C -1.91665 -0.78458 -1.44508
O -0.03169 -2.01977 -0.03645
H 3.49846 0.27777 -1.20503
H 4.41680 1.73292 -1.71251
H 4.44088 0.20186 -2.66811
H 0.26958 0.90605 -2.98013
H 0.30160 -0.07505 -4.45101
H 1.67185 -2.89611 -1.46256
H 1.40074 -4.35928 -4.41501
H -0.95257 -5.63301 -4.13833
H 0.78600 -7.10335 -4.45724
H 1.52592 -6.15651 -5.74243
H 0.14420 -7.20537 -6.10741
H -2.48833 -0.46501 -0.57358
H -2.09734 -0.06563 -2.24739
H -2.24790 -1.78079 -1.73994
H 0.76359 -1.87606 0.51042
O 4.12040 5.57060 1.50267
S 4.84591 5.77418 0.29956
O 6.25920 5.89397 0.32107
O 4.20077 7.01536 -0.46767
C 3.80452 6.63890 -1.79671
C 3.45631 5.16997 -1.67333
O 4.45568 4.66204 -0.77055
H 4.64713 6.80286 -2.47048
H 2.96225 7.25130 -2.10550
H 3.51208 4.62346 -2.60865
H 2.47238 5.01998 -1.22853
O 2.20918 -1.40070 1.45817
S 2.27521 -1.51317 2.88342
O 2.33747 -2.79519 3.48142
O 1.09589 -0.65444 3.48834
C 1.60699 0.34286 4.40415
C 2.98319 0.65437 3.85127
O 3.47648 -0.63143 3.41606
H 1.65345 -0.09451 5.39919
H 0.94374 1.19973 4.40776
H 3.66241 1.06245 4.59303
H 2.93651 1.31882 2.98761
O -6.84249 0.23508 1.12831
S -5.93309 0.22824 0.04096
O -4.53379 0.15553 0.25964
O -6.27366 1.46826 -0.90491
C -6.52938 1.02898 -2.24676
C -7.10339 -0.36349 -2.07109
O -6.32669 -0.91594 -0.99932
H -5.58709 1.01193 -2.79680
H -7.22114 1.72006 -2.71990
H -6.98757 -0.98920 -2.95116
H -8.15201 -0.33543 -1.77006
O -2.25074 2.25756 6.36486
S -1.33937 1.36753 6.98352
O 0.03302 1.37250 6.60957
O -1.92021 -0.11062 6.87995
C -2.02863 -0.70946 8.18090
C -2.27108 0.47005 9.10252
O -1.41886 1.49687 8.56819
H -1.09201 -1.21901 8.41155
H -2.84611 -1.42436 8.17419
H -1.98706 0.27520 10.13225
H -3.30539 0.81430 9.06043
*
```



The following is a quantum chemistry calculation of a cluster of 17 separate species, C17H31Cl30N7O14 in total at a distorted geometry, from the Open Molecules 2025 dataset.

* electronic energy: -432879.316 eV
* molecular weight: 1621.060 g/mol

```
! RIJCOSX wB97M-V def2-TZVPD def2/J DEFGRID3
* xyz 0 1
C -0.66519 -4.85700 1.41188
Cl 0.05412 -3.34198 1.87104
Cl -0.05717 -5.31651 -0.21111
Cl -2.49114 -4.77811 1.32189
H -0.41848 -5.63131 2.13220
C -3.70832 -1.67952 2.63300
Cl -3.66339 -0.01933 3.07720
Cl -5.35387 -2.08460 1.95488
Cl -3.13489 -2.76633 4.01295
H -3.09856 -1.94857 1.80918
C 1.20884 2.50057 5.66444
Cl 1.61260 3.34885 4.14642
Cl 2.56617 1.53368 6.35390
Cl -0.29682 1.48005 5.51575
H 0.97214 3.24002 6.41081
C 3.20534 -2.44657 0.09603
Cl 2.82515 -0.72768 0.20721
Cl 4.81705 -2.85325 0.67469
Cl 3.13275 -3.05471 -1.52935
H 2.62999 -3.04377 0.72783
C 6.80901 4.52656 -1.26974
Cl 6.17783 6.09946 -0.60263
Cl 5.77653 3.81561 -2.49026
Cl 7.35908 3.33750 -0.10258
H 7.67906 4.83461 -1.81247
C 5.78967 0.01080 3.10978
Cl 5.52229 1.66295 3.60247
Cl 4.41725 -0.95058 3.59282
Cl 7.28454 -0.68125 3.73906
H 5.90424 0.07419 2.04179
C -1.95289 5.90733 -3.76453
Cl -1.59362 5.13411 -5.36022
Cl -1.37491 4.91361 -2.44464
Cl -3.75250 6.17231 -3.70705
H -1.50484 6.90325 -3.74801
C 2.87588 1.16867 -4.05644
Cl 4.00377 -0.08185 -3.65047
Cl 3.75714 2.59927 -4.71785
Cl 1.98581 1.64577 -2.63624
H 2.26128 0.74230 -4.81744
C 1.95316 -6.02899 4.87913
Cl 2.53051 -6.90696 6.28747
Cl 2.03942 -4.28416 5.13400
Cl 0.30508 -6.51919 4.44138
H 2.61017 -6.23430 4.07740
C 2.22287 4.28220 -0.46261
Cl 2.52822 5.35931 -1.80464
Cl 0.92508 4.90505 0.60052
Cl 3.65184 3.90674 0.43022
H 1.97076 3.35553 -0.90352
C 3.27376 -6.80429 -0.23016
N 2.96875 -6.68330 1.26224
O 3.38525 -7.50882 1.99650
O 2.34153 -5.70733 1.64299
H 4.03960 -6.07940 -0.45979
H 2.32550 -6.66998 -0.76502
H 3.63107 -7.83459 -0.40255
C -2.03437 5.68811 7.67475
N -1.50795 6.07311 9.03941
O -0.47970 5.46886 9.40122
O -2.10834 6.92735 9.69474
H -1.49961 4.78107 7.34758
H -1.84385 6.47636 6.92322
H -3.08521 5.54503 7.82889
C -2.63133 -3.17051 -2.76137
N -2.59224 -2.56053 -1.40151
O -1.50911 -2.15600 -1.02577
O -3.60532 -2.51009 -0.76173
H -3.55802 -2.86428 -3.29342
H -2.50279 -4.27328 -2.66821
H -1.81261 -2.79610 -3.28298
C -2.10563 1.40233 -4.17648
N -1.30316 0.86348 -5.26814
O -0.93975 -0.27128 -5.20080
O -1.08420 1.59435 -6.20303
H -2.32681 2.49138 -4.46880
H -1.52695 1.34056 -3.31285
H -2.99343 0.80748 -4.06786
C -3.15082 -1.87799 -7.90722
N -3.32449 -1.87685 -6.47147
O -2.93407 -2.84156 -5.80996
O -3.81309 -0.88420 -6.02224
H -4.13407 -1.84892 -8.44645
H -2.61398 -2.79893 -8.21144
H -2.65188 -0.97217 -8.13352
C -0.70870 0.22754 1.09023
N -1.01063 1.37374 0.21691
O -2.01048 2.01939 0.35368
O -0.10548 1.57914 -0.54959
H -0.56957 -0.62160 0.48116
H -1.44178 0.13470 1.91401
H 0.34610 0.33974 1.39934
C -5.91290 1.51089 -0.66717
N -5.26954 1.11575 -1.99310
O -5.22800 -0.06136 -2.24425
O -4.79029 1.97455 -2.69150
H -6.40799 2.40457 -0.78265
H -4.99180 1.71831 -0.02970
H -6.48966 0.59173 -0.42173
*
```



What is the electronic energy in the first record?
-264675.888 eV



Among the records above, which one has the lowest molecular weight?
C17H31Br2O21PS5



Which formula does entry 1 have?
C17H31Br2O21PS5



The highest molecular weight belongs to which entry?
C17H31Cl30N7O14